C6H66NO27 as an isolated structure in a non-equilibrium geometry. Source: the OMol25 dataset; level of theory: the ωB97M-V functional and the def2-TZVPD basis.

As for the strongest force on any atom: 0.191 hartree/bohr. As for the spin multiplicity: 1. Its total charge is +1. Its LUMO energy is -3.228 eV.

Each line ends with the Löwdin charge.
Element x y z (Å)
O1 2.232 2.135 -1.458  -0.261
O2 3.331 4.013 2.373  -0.059
O3 0.973 -1.823 -3.012  -0.143
O4 3.240 1.044 0.390  -0.100
O5 -2.044 2.560 0.950  -0.050
O6 -0.755 -4.576 4.562  -0.095
O7 -2.679 -5.308 -0.745  -0.026
O8 5.385 3.420 0.123  -0.034
O9 3.321 -2.500 -1.991  -0.109
O10 0.146 -4.317 1.273  0.035
O11 -4.769 -3.432 -1.565  -0.079
O12 -2.523 -2.547 1.627  -0.204
O13 1.487 -2.642 0.546  -0.077
O14 -3.540 -4.157 4.918  -0.110
O15 -5.949 -5.162 3.862  -0.124
O16 1.824 5.385 -5.044  -0.007
O17 5.666 0.278 -1.120  -0.153
O18 6.607 3.178 -2.694  -0.045
O19 2.277 -0.013 2.761  -0.122
O20 2.694 7.103 -1.625  -0.159
O21 -1.948 -2.021 -2.738  -0.023
O22 -0.347 4.915 -0.917  0.047
O23 0.906 2.438 2.015  -0.098
O24 -2.484 0.984 -1.972  -0.041
O25 1.184 -2.491 3.958  -0.063
O26 -2.340 3.577 -2.520  0.076
O27 -6.480 -1.482 0.287  -0.072
N1 -0.687 0.349 -0.052  0.113
C1 0.695 0.617 -0.509  -0.119
C2 -0.972 -0.940 0.613  -0.061
C3 -3.827 -3.055 1.942  -0.069
C4 0.876 2.073 -0.803  -0.110
C5 2.686 3.371 -1.866  -0.079
C6 -2.455 -1.261 1.050  -0.209
H1 -3.093 -1.015 -0.009  0.163
H2 6.241 3.362 -1.800  0.010
H3 6.265 3.100 0.090  0.027
H4 1.375 1.680 2.527  0.064
H5 3.655 4.375 1.541  0.012
H6 3.880 2.918 -2.302  0.193
H7 1.270 0.341 0.172  0.018
H8 -0.615 -5.512 4.706  0.027
H9 -1.942 -4.831 -1.136  0.015
H10 -5.013 -3.081 -2.524  0.138
H11 -4.112 -2.454 2.777  0.058
H12 -2.186 3.017 1.720  0.003
H13 4.821 2.625 0.113  0.018
H14 -0.876 -1.808 -0.110  0.122
H15 -3.361 0.620 -2.295  0.127
H16 -7.068 -2.131 0.601  0.017
H17 -3.625 -4.206 2.261  0.147
H18 2.601 -1.988 -2.589  0.051
H19 -3.592 -3.031 4.957  0.220
H20 1.629 -2.017 3.232  -0.004
H21 2.539 1.365 -0.246  -0.020
H22 0.755 -3.216 0.658  -0.127
H23 1.662 2.652 1.464  -0.016
H24 -0.815 4.692 -0.139  0.028
H25 1.693 -3.277 4.023  0.011
H26 -4.985 -4.903 4.123  0.016
H27 0.768 2.900 -0.057  0.113
H28 -2.811 -0.476 1.676  0.094
H29 -0.516 -4.349 1.831  -0.040
H30 3.940 0.825 -0.308  0.067
H31 -1.789 -4.511 4.471  0.039
H32 5.931 0.791 -2.104  0.172
H33 3.227 -3.397 -2.246  -0.001
H34 -2.581 -2.718 -2.546  0.036
H35 -0.434 -4.587 0.450  0.134
H36 -1.792 0.667 -2.530  0.045
H37 2.872 0.168 3.477  0.045
H38 -6.484 -5.007 4.661  0.032
H39 1.873 4.695 -5.668  0.013
H40 2.761 4.147 -1.035  0.103
H41 -1.113 1.171 0.295  0.091
H42 2.607 0.096 1.722  0.112
H43 -3.392 -4.701 -0.869  -0.030
H44 -0.004 -2.131 -2.854  0.061
H45 -4.592 -2.900 1.036  0.095
H46 -3.522 -4.635 5.701  0.028
H47 1.309 0.092 -1.078  0.114
H48 1.106 -1.496 -4.008  0.141
H49 2.702 4.730 2.607  0.063
H50 2.924 7.756 -2.433  0.106
H51 -2.585 2.764 -2.366  -0.095
H52 1.478 -2.807 -0.432  0.037
H53 -1.936 -2.403 -3.580  0.035
H54 1.985 3.782 -2.562  0.060
H55 -1.008 4.606 -1.351  -0.110
H56 2.579 5.863 -5.260  0.004
H57 -2.012 3.446 -3.333  0.003
H58 -0.097 -1.059 1.437  0.187
H59 1.811 6.665 -1.895  0.050
H60 0.044 2.385 -1.537  0.140
H61 -6.584 -0.751 1.002  0.108
H62 -0.954 0.499 -0.925  0.041
H63 -3.129 2.396 0.868  0.182
H64 6.199 -0.534 -0.948  0.061
H65 -4.881 -2.768 -0.898  -0.028
H66 7.264 3.801 -2.844  0.002

=====

C6H68BNO26 as an isolated structure in a non-equilibrium geometry. Source: the OMol25 dataset; level of theory: the ωB97M-V functional and the def2-TZVPD basis.

As for the strongest force on any atom: 0.154 hartree/bohr. As for the spin multiplicity: 1. Its LUMO energy is -1.316 eV.

Each line ends with the Löwdin charge.
Element x y z (Å)
O1 4.070 -1.576 2.074  -0.123
O2 -1.072 -1.907 -2.608  -0.215
O3 -3.316 -4.357 -6.260  -0.118
O4 -1.281 -6.258 -5.141  -0.007
O5 6.325 2.722 5.830  0.033
O6 -1.472 -2.145 3.010  0.054
O7 -1.661 -4.151 -0.118  -0.086
O8 2.080 -3.422 2.539  -0.047
O9 4.620 4.235 4.228  -0.120
O10 -0.425 0.065 5.063  -0.009
O11 -4.639 -0.081 -1.599  -0.093
O12 -2.229 -1.695 1.095  -0.085
O13 -2.601 1.855 -2.681  -0.122
O14 -3.118 -1.727 -6.820  -0.064
O15 2.599 4.273 5.949  -0.049
O16 0.990 4.588 0.369  0.087
O17 1.067 -3.219 -3.391  -0.046
O18 2.501 1.686 6.877  -0.045
O19 -2.478 1.362 1.038  -0.134
O20 -0.759 -0.860 -7.462  -0.171
O21 1.094 -1.770 -5.713  -0.020
O22 -5.772 -1.717 -3.317  -0.102
O23 -1.164 2.942 4.632  -0.107
O24 -2.131 3.484 1.757  -0.007
O25 1.493 1.262 3.463  -0.217
O26 -0.177 2.289 -1.197  -0.021
N1 0.220 0.026 0.116  -0.006
C1 0.785 1.258 2.179  -0.131
C2 0.247 -1.032 -0.826  -0.096
C3 -2.069 -1.862 -3.658  -0.029
C4 0.975 -0.077 1.362  -0.083
C5 2.749 2.035 3.635  -0.066
C6 -0.893 -0.753 -1.933  -0.232
B1 3.269 0.490 -2.528  -0.489
H1 0.745 -0.926 1.884  0.077
H2 3.353 1.559 7.433  0.119
H3 1.320 -1.157 -1.068  0.130
H4 -2.249 1.646 -3.576  0.066
H5 0.207 2.318 -2.060  0.079
H6 -3.539 -0.931 -6.356  0.141
H7 2.256 -3.657 3.423  0.006
H8 3.564 1.606 2.822  0.144
H9 2.669 3.411 5.962  -0.140
H10 -2.046 -2.969 -4.121  0.131
H11 -2.289 -3.315 -0.001  0.087
H12 -0.969 3.465 5.483  0.101
H13 -1.000 -5.884 -4.393  -0.056
H14 -1.635 -1.245 -7.065  -0.013
H15 2.073 -0.233 1.279  0.134
H16 -1.943 -5.577 -5.319  -0.004
H17 -2.008 3.190 2.713  0.077
H18 0.090 -1.350 -7.247  0.025
H19 0.317 -2.938 -2.838  0.011
H20 4.970 5.221 4.610  0.214
H21 0.481 0.811 -0.437  0.092
H22 2.645 3.142 3.864  0.070
H23 -5.416 -1.021 -2.760  -0.059
H24 1.963 1.038 7.254  0.008
H25 4.340 1.070 -2.934  -0.065
H26 2.841 1.281 -1.812  -0.160
H27 1.168 2.004 1.390  0.154
H28 4.535 -0.682 1.713  0.139
H29 -1.255 -2.808 3.695  0.139
H30 -3.135 -3.348 -6.558  0.058
H31 -2.106 -1.517 3.391  0.106
H32 2.351 -2.525 2.279  -0.006
H33 1.696 -3.508 -2.718  0.059
H34 -3.054 3.691 1.767  0.074
H35 -1.758 2.063 -2.091  0.054
H36 1.314 -2.054 -4.919  -0.091
H37 -1.547 -1.166 -4.521  0.136
H38 -3.328 -1.688 -7.761  0.099
H39 -5.346 0.443 -1.228  0.046
H40 -3.829 -4.316 -5.451  0.023
H41 -0.192 1.344 2.480  0.060
H42 -0.748 0.414 0.369  0.142
H43 3.281 4.422 5.197  0.015
H44 4.507 -1.915 2.871  0.047
H45 3.886 -0.524 -1.917  -0.050
H46 -3.888 0.612 -1.847  0.081
H47 -1.582 -0.184 -1.284  0.087
H48 3.276 1.871 4.596  0.054
H49 6.396 1.843 5.615  -0.002
H50 -2.074 -1.912 2.021  -0.184
H51 -3.469 1.055 1.372  0.153
H52 -2.703 -0.815 1.039  0.042
H53 -0.939 -4.205 0.442  -0.032
H54 2.258 0.273 -3.343  -0.053
H55 -6.236 -1.402 -4.146  0.062
H56 -3.100 -1.548 -3.292  0.084
H57 0.030 -0.023 4.218  0.024
H58 -0.260 3.130 -0.763  0.047
H59 -1.278 -0.287 5.038  0.005
H60 0.552 4.782 1.105  -0.017
H61 -0.646 0.349 -2.502  0.149
H62 0.240 4.690 -0.052  -0.051
H63 4.467 4.550 3.333  0.070
H64 5.841 3.093 5.189  -0.086
H65 -0.213 -1.924 -0.317  0.126
H66 -2.298 2.115 1.626  -0.105
H67 1.530 -0.906 -5.591  0.067
H68 -0.908 1.994 4.850  0.026

=====

| no. | molar mass (g/mol) | orbital gap (Ha) | HOMO level (eV) |
| --- | --- | --- | --- |
| 1 | 584.574 | 0.317 | -11.866 |
| 2 | 581.403 | 0.218 | -7.253 |